Below is C45H49BaBrIN7O4 as an isolated structure, with properties calculated with ωB97M-V/def2-TZVPD.

For the total energy, the calculation gives -5325.85698 Ha. The value obtained for the relative energy (zero: lowest compared OMol25 entry of this formula, charge and spin) is 0.095 eV. The HOMO-LUMO gap comes out at 3.2588 eV. Its LUMO energy is 2.632 eV. As for the charge: -2.

```
108
Properties=species:S:1:pos:R:3:forces:R:3:lowdin_charge:R:1
N -0.117 -3.687 3.060 0.229 0.158 -0.058 0.108
H -1.981 2.867 -3.587 0.008 -0.009 0.000 0.078
H 3.960 0.275 -2.347 -0.008 0.004 -0.007 0.082
C 0.483 3.316 1.037 0.135 0.167 0.156 -0.281
H -4.069 0.942 -1.109 0.018 -0.004 0.013 0.064
N -0.717 2.701 0.693 0.220 -0.263 -0.117 -0.194
C 3.986 -0.060 1.091 -0.008 0.018 0.084 -0.162
H -5.031 -2.461 2.340 0.002 -0.014 0.000 0.105
H -2.944 -3.801 2.830 0.028 -0.005 0.020 0.143
O 0.807 2.814 -7.149 -0.031 -0.035 -0.023 -0.063
C 3.631 -0.476 -0.327 0.022 0.089 -0.080 -0.390
C -1.826 -2.126 2.137 -0.026 -0.024 0.166 -0.286
H 3.488 -8.249 -0.274 0.001 0.001 0.007 0.096
H 2.274 4.163 -3.748 -0.009 0.003 -0.001 0.107
H 5.121 1.072 4.614 0.024 -0.008 -0.004 0.096
H 4.289 3.223 5.037 0.006 -0.008 0.002 0.065
C -2.204 3.426 -2.676 0.003 -0.004 -0.010 -0.045
H 5.078 -2.064 -0.733 0.005 0.013 0.004 0.068
C 2.258 -7.369 -1.785 -0.045 -0.003 -0.073 -0.156
H 3.585 4.040 3.638 -0.008 -0.008 -0.010 0.071
H -0.283 5.425 4.520 0.007 -0.007 0.007 0.067
O 2.246 4.274 -6.201 -0.009 0.033 -0.003 -0.075
H 6.509 -0.535 3.339 0.004 -0.004 -0.003 0.076
C 5.591 -0.142 2.918 0.033 0.000 0.020 -0.129
N -2.183 -0.971 1.627 0.142 -0.235 0.090 0.035
H -4.617 2.152 -2.271 -0.002 0.012 0.004 0.066
H 1.841 3.074 -1.506 -0.017 0.013 -0.009 0.094
H 3.948 1.520 -1.095 0.003 0.005 0.000 0.073
C -0.448 -2.544 2.390 -0.103 -0.171 0.048 -0.295
H -0.196 5.876 2.812 0.000 -0.011 -0.011 0.069
N 0.809 1.497 -2.314 -0.155 -0.282 0.123 0.012
H -4.091 -0.097 1.264 -0.043 -0.010 0.006 0.107
H -4.745 3.932 -1.014 -0.010 0.004 -0.001 0.097
C 2.731 -6.319 0.314 0.037 -0.083 -0.006 -0.096
C 1.692 -2.562 2.564 0.060 0.199 -0.044 -0.120
C -3.748 1.578 -1.938 -0.045 -0.022 -0.022 -0.063
C 1.487 -6.272 -2.151 -0.032 0.042 0.007 -0.740
H 0.094 0.990 -5.561 -0.018 -0.043 0.031 0.119
I 0.223 -3.462 -1.766 0.041 0.220 -0.032 1.147
H -3.018 4.125 -2.889 -0.010 0.002 0.001 0.076
H -5.270 5.396 0.905 0.002 0.005 0.003 0.078
C 3.996 -1.917 -0.675 0.044 -0.034 -0.018 -0.081
C 4.820 0.776 3.612 -0.039 0.032 0.057 -0.087
C -2.250 4.186 1.918 -0.027 -0.059 -0.011 -0.148
C 1.483 2.641 -2.435 -0.043 -0.070 -0.089 -0.138
N 2.080 1.404 1.191 -0.252 0.126 -0.350 -0.186
O -0.611 -0.799 -2.053 -0.213 -0.411 -0.235 -0.528
C 3.207 0.933 1.780 -0.154 0.051 0.137 -0.237
H -3.095 4.223 4.621 0.002 0.000 -0.007 0.064
C -4.043 4.001 -0.189 -0.027 -0.016 -0.047 -0.076
C -2.589 2.487 -1.530 0.058 0.051 -0.046 -0.387
H 1.858 -4.392 0.609 -0.001 0.027 0.020 0.055
C -3.440 4.902 1.928 0.018 0.003 0.054 -0.085
C 3.639 1.292 3.096 -0.026 -0.075 -0.032 -0.146
Ba -0.007 0.258 0.109 0.051 0.277 0.196 1.828
H 5.353 0.453 -1.258 0.010 -0.013 0.007 0.080
C -2.859 3.286 -0.264 -0.019 0.018 0.029 -0.140
C -4.345 4.832 0.883 -0.022 0.024 0.011 -0.123
N 0.622 -1.858 2.076 -0.251 0.001 0.016 0.057
H -1.652 6.233 3.744 -0.011 0.001 0.001 0.066
C -0.857 5.497 3.591 0.017 0.024 0.008 -0.073
C 1.258 -3.697 3.175 -0.026 -0.110 0.076 -0.094
H 2.677 3.941 5.153 -0.011 0.000 0.002 0.067
C 1.443 3.317 -6.204 0.059 -0.009 0.054 -0.703
C -3.552 -0.952 1.638 0.052 0.115 -0.043 -0.115
H 3.582 -2.181 -1.650 -0.011 0.012 -0.006 0.072
H -3.443 0.929 -2.762 0.011 0.006 -0.007 0.080
C -1.893 3.397 0.784 0.090 -0.031 0.114 -0.221
N -2.921 -2.854 2.501 -0.014 0.130 -0.171 0.099
C 1.961 -5.234 -0.061 -0.052 0.059 -0.100 -0.167
H 1.573 1.757 5.836 -0.001 0.009 0.005 0.067
H 2.695 -2.180 2.444 0.023 -0.034 0.018 0.108
H 3.170 0.994 5.869 0.000 0.002 -0.004 0.065
C 1.705 2.757 1.271 0.129 -0.098 0.161 -0.275
Br 0.666 -6.313 -3.858 -0.008 -0.026 -0.038 0.701
C 2.882 -7.396 -0.552 0.022 0.052 0.081 -0.105
H 1.878 0.287 4.895 -0.010 -0.003 -0.015 0.072
H -1.724 1.844 -1.385 0.072 0.055 0.186 0.051
H 1.785 -4.492 3.672 -0.016 -0.012 -0.002 0.109
H 3.224 -6.316 1.278 0.001 -0.002 0.003 0.098
C 2.734 2.083 4.026 0.008 0.036 -0.013 -0.387
C 2.316 1.231 5.228 0.004 -0.011 0.033 -0.072
H 2.556 -0.384 -0.480 -0.013 0.019 0.145 0.052
C 0.326 0.917 -3.420 -0.033 -0.041 -0.235 -0.206
H -2.692 2.594 4.074 0.009 -0.009 -0.014 0.076
C 5.140 -0.560 1.669 -0.001 -0.066 -0.059 -0.085
C -0.433 -0.408 -3.264 0.239 0.145 -0.303 -0.682
H -0.600 3.458 3.041 0.029 -0.033 -0.028 0.104
C 3.357 3.398 4.490 0.008 0.025 0.006 -0.073
H -0.731 -4.399 3.407 -0.026 0.009 0.009 0.142
C -4.030 -2.106 2.170 -0.068 -0.098 0.028 -0.086
C 0.501 1.468 -4.682 0.063 0.155 -0.054 0.044
C 1.710 3.243 -3.662 0.051 0.049 0.014 -0.006
C 1.211 2.658 -4.818 -0.058 -0.052 -0.014 -0.102
H 3.603 -2.625 0.059 -0.015 0.006 0.016 0.058
C 1.321 -5.182 -1.303 0.023 -0.167 0.141 -0.728
H 1.827 2.327 3.477 -0.022 0.000 -0.032 0.101
H -3.681 5.503 2.801 -0.011 0.012 -0.008 0.095
C -2.267 3.561 4.352 -0.021 -0.002 0.029 -0.075
H 0.474 4.409 1.055 0.048 0.013 0.037 0.101
O -0.784 -1.015 -4.270 -0.043 0.023 0.061 0.005
H 5.729 -1.285 1.117 0.011 -0.004 0.016 0.093
H 2.521 3.455 1.468 -0.073 0.131 -0.029 0.099
H -1.647 3.418 5.242 0.009 0.009 0.006 0.066
H 2.365 -8.194 -2.475 -0.003 0.006 -0.009 0.089
C -1.435 4.137 3.201 0.023 0.028 -0.029 -0.387
H -1.319 4.006 -2.412 0.003 0.002 0.006 0.085
C 4.263 0.502 -1.323 -0.021 0.010 -0.012 -0.051
```
Positions in Å, forces in eV/Å.